[1]
Below is a structure of composition C8H21FO4STa at a distorted geometry, with properties calculated with the ωB97M-V functional and the def2-TZVPD basis.

Computed properties:
lowest unoccupied orbital energy	2.6	eV
highest occupied orbital energy	-4.927	eV
frontier orbital gap	7.51	eV
total energy	-1173.31096	Ha

```
! wB97M-V def2-TZVPD RIJCOSX def2/J DEFGRID3
* xyz -1 1
O -3.30935 2.62229 0.05780
H -1.50618 1.49931 2.09381
H -1.80184 -0.97699 -2.05579
C 0.10069 -2.03345 -2.23495
C 2.36426 -1.64464 2.42092
H 3.47264 -0.19054 -0.23322
H 0.49038 -2.55994 -1.35842
H -0.09109 -0.90256 0.56263
O 3.02290 -0.66342 1.66647
C 0.72992 -0.63582 -2.32514
H -2.94933 0.65561 -0.43164
S 1.40897 1.85949 1.73588
H -1.81590 -2.55379 -1.28909
C -2.44848 1.45113 0.13854
H 2.50816 -1.66621 -0.05294
H -2.24115 -0.04805 1.67936
H 1.77708 -0.69520 -2.64183
C 2.61953 -0.62147 0.30034
H -0.85220 2.76084 -0.26759
O 1.09808 1.13886 2.95101
C -1.43399 -2.00344 -2.14964
H 0.21188 -0.03106 -3.08212
C -1.11318 1.72966 -0.53257
H 2.41979 -2.62677 1.92149
H 2.87068 -1.70359 3.38491
H 1.84861 1.66367 -1.26563
C -2.35818 1.03296 1.59823
Ta 0.73462 0.44643 -0.41278
H -4.01805 2.42536 -0.56961
H -3.26515 1.33335 2.12137
H 0.40506 -2.62285 -3.10678
O 2.65320 2.58286 1.65786
H 1.31004 -1.39912 2.58433
H -1.89824 -2.43082 -3.04026
H -1.24922 1.71443 -1.62852
F 0.30502 3.09346 1.80359
*
```

Here are the natural (NBO) charges for atoms 1 to 2, given in e:
1. O -0.751
2. H 0.238

---

[2]
Below is a structure of composition C8H21I2O2P2Yb at a distorted geometry, with properties calculated with the ωB97M-V functional and the def2-TZVPD basis.

Computed properties:
lowest unoccupied orbital energy (alpha / beta)	-7.9 / -8.2	eV
highest occupied orbital energy (alpha / beta)	-14.852 / -14.852	eV
frontier orbital gap (alpha / beta)	6.95 / 6.65	eV
total energy	-2904.05274	Ha

```
! wB97M-V def2-TZVPD RIJCOSX def2/J DEFGRID3
* xyz 2 2
H 4.09523 -0.72425 -1.59828
H -4.36787 1.10475 0.29288
I -0.30732 1.91084 -4.54621
O -0.05580 3.06184 0.80391
H 4.32587 1.25530 0.31137
H -2.74311 0.04544 -2.41992
H -4.05849 -1.54687 0.99834
C -2.97405 -1.42657 1.11184
H 2.77338 -1.04073 2.15497
H 2.53942 -1.56307 -1.94055
Yb 0.00537 -0.29294 -0.09587
C -2.97945 -0.71099 -1.65426
C -0.03450 1.90522 0.46567
H 0.89842 0.51789 3.79050
C 3.01855 -1.32403 1.11873
H -2.47211 -2.39268 0.90993
C -0.00002 0.00418 3.40649
H -2.74014 -1.13420 2.14821
P -2.43562 -0.18642 -0.05074
H 2.54928 -2.30603 0.91490
I 0.28466 -0.63826 -5.22394
P 2.44085 -0.10115 -0.04334
C 3.00785 -0.60355 -1.64495
H -3.03554 1.66724 1.35721
H -2.47603 -1.65401 -1.94580
H -0.00003 -1.03686 3.78994
H 2.96948 1.77125 1.36873
H -4.06197 -0.87114 -1.60925
H 2.74643 0.14421 -2.41144
H 2.96451 2.21852 -0.35501
C 3.24273 1.42183 0.35782
H 4.10656 -1.40792 1.00672
O 0.00002 -0.00710 2.03084
H -0.89839 0.51782 3.79054
H -3.03676 2.11379 -0.36693
C -3.29140 1.30836 0.34486
*
```

Here are the natural (NBO) charges for atoms 1 to 2, given in e:
1. H 0.281
2. H 0.272

---

[3]
Below is the ion C8H21N3O2 with charge +2 at a distorted geometry, with properties calculated with the ωB97M-V functional and the def2-TZVPD basis.

Computed properties:
lowest unoccupied orbital energy	-7.8	eV
highest occupied orbital energy	-16.719	eV
frontier orbital gap	8.91	eV
total energy	-631.41070	Ha

```
! wB97M-V def2-TZVPD RIJCOSX def2/J DEFGRID3
* xyz 2 1
H -5.08153 0.65713 2.18489
H 5.55098 -0.05529 -0.99670
C -1.36217 -0.82057 -0.21921
C 4.76417 -0.71565 -1.13004
H -3.70615 -0.03467 3.11751
H 4.96446 -1.38735 -2.01197
H -4.39757 2.72140 2.92554
H -2.87350 2.57276 2.37171
C 3.47724 0.23779 -1.22498
H 2.56305 1.61406 -2.70215
H -3.81445 -0.72298 0.67923
N -3.56822 2.02839 2.85587
H -1.29337 0.90103 1.07479
H -1.91988 -1.78174 -0.37926
H 1.32257 -2.76663 -1.23878
H 0.29765 -1.66650 0.66015
C -3.95433 0.64217 2.33123
C 3.33913 0.87598 -2.61922
C -1.87421 -0.03401 0.98527
H -1.67826 -0.39376 -1.22421
H 4.24587 1.50835 -2.84834
O 2.26895 -0.65062 -1.02974
H 4.71809 -1.22233 -0.12525
N 0.34973 -2.28677 -1.28087
H 0.17252 -2.15734 -2.23267
H -3.14410 1.93970 3.73352
H 3.27496 0.06661 -3.41519
C -3.37837 0.19533 0.98549
O 0.97882 0.92833 -0.16333
H -1.54229 -0.68816 1.93165
H 3.49563 0.96082 -0.48531
N 1.18503 -0.17118 -0.56045
C 0.14800 -1.33538 -0.31877
H -3.52847 1.04108 0.36958
*
```

Here are the natural (NBO) charges for atoms 1 to 2, given in e:
1. H 0.255
2. H 0.246

---

[4]
Below is the ion C8H21NO3P with charge +1 at a distorted geometry, with properties calculated with the ωB97M-V functional and the def2-TZVPD basis.

Computed properties:
lowest unoccupied orbital energy	-2.8	eV
highest occupied orbital energy	-12.805	eV
frontier orbital gap	10.00	eV
total energy	-938.98854	Ha

```
! wB97M-V def2-TZVPD RIJCOSX def2/J DEFGRID3
* xyz 1 1
C -1.02417 1.33225 -0.29869
H 4.00908 0.43692 -0.18558
P 0.96025 -0.67322 -1.07776
H -2.85607 -1.60164 0.40074
H 2.03468 0.71233 2.00128
H -0.79192 3.20426 -1.55605
C -0.42754 2.13248 -1.53075
H 1.81001 1.76376 0.57885
H -1.75346 -2.93897 0.67292
H -3.24301 0.67699 0.06830
H -0.86388 1.83744 -2.49932
C -2.48220 1.07070 -0.73305
H -2.59776 0.39618 -1.53780
H -1.78831 -0.26597 1.52518
H -0.94891 -2.02657 2.79156
H 0.59353 2.04305 -1.54819
H 0.25143 -2.69707 -0.30722
H -0.80141 1.93321 0.57338
H -3.00509 2.03761 -1.00190
H -1.67801 -1.71819 -0.80134
H 0.26962 -0.88693 2.77149
C -0.16892 -1.48042 2.13234
H 0.58270 -2.19768 1.77573
O 2.27523 0.11150 -0.96108
C 3.06088 0.14535 0.20231
H 3.22866 -0.76524 0.69351
H 3.53927 1.68572 1.60640
C -1.84059 -1.93542 0.28865
O 1.00892 -2.21134 -0.72536
N -0.39757 0.07543 -0.00531
C 2.57404 1.18345 1.21542
C -0.99524 -0.82446 1.04405
H 0.96807 0.13167 -3.01085
O 0.49767 -0.68716 -2.56185
*
```

Here are the natural (NBO) charges for atoms 1 to 2, given in e:
1. C -0.058
2. H 0.213

---

[5]
Below is a structure of composition C8H21NO3Sb at a distorted geometry, with properties calculated with the ωB97M-V functional and the def2-TZVPD basis.

Computed properties:
lowest unoccupied orbital energy	3.1	eV
highest occupied orbital energy	-4.101	eV
frontier orbital gap	7.20	eV
total energy	-837.76814	Ha

```
! wB97M-V def2-TZVPD RIJCOSX def2/J DEFGRID3
* xyz -1 1
Sb 0.76200 -0.14502 -2.79472
C -0.35624 -2.40362 2.17695
H 1.76579 -0.22812 3.30408
C -1.19733 0.41918 0.20168
C 1.20525 -0.21985 2.25058
H -1.82287 -0.42909 -1.86239
H 1.75418 -1.47479 -3.35611
C 2.39990 0.42085 -1.38155
C -1.50744 0.03847 1.76560
H 1.99095 0.60494 -0.29579
N 2.58361 2.64485 -0.91926
H -0.18178 -2.96936 3.20836
H -0.50542 -0.62853 3.70094
H -2.45075 -0.69186 1.75154
H 3.17624 -0.47772 -1.28335
H -2.76379 2.17064 0.60414
H 0.45944 -2.67814 1.37515
H -3.13263 1.09747 -0.99499
C -1.31860 -0.82675 -0.85671
H -1.41078 -2.67158 1.69700
C -0.31095 -0.77670 2.53512
H -1.67252 2.39068 -0.94015
C -2.28282 1.58036 -0.31262
H 1.47151 0.90826 -4.03189
O 0.01967 -1.34484 -1.28427
H -0.25783 1.18437 -2.31141
H -0.13799 0.89855 0.06865
O 1.84334 3.37198 -1.60424
H -1.83291 1.04427 2.31178
O 3.07925 1.70169 -1.76843
H 1.25991 0.86673 1.81392
H 1.83515 -0.96930 1.56970
H -0.48352 -0.71427 -3.90514
H -1.98000 -1.69374 -0.43215
*
```

Here are the natural (NBO) charges for atoms 1 to 2, given in e:
1. Sb 1.250
2. C -0.639

---

[6]
Below is the molecule C8H21NSi2 at a distorted geometry, with properties calculated with the ωB97M-V functional and the def2-TZVPD basis.

Computed properties:
lowest unoccupied orbital energy	0.6	eV
highest occupied orbital energy	-8.559	eV
frontier orbital gap	9.15	eV
energy above the lowest of the compared OMol25 structures with the same formula, charge and spin	0.000	eV
total energy	-951.09994	Ha

```
! wB97M-V def2-TZVPD RIJCOSX def2/J DEFGRID3
* xyz 0 1
H -3.98775 -0.44372 1.32114
C 0.38385 -0.33449 0.46118
H 2.31815 1.49846 -2.02908
C -2.54226 0.61819 -1.42580
H -2.49593 -0.49080 -1.51084
H -1.60535 0.99150 -1.83149
H -3.35339 1.24773 -1.88409
H 2.10517 -1.34590 -1.26209
Si -2.12277 0.92133 0.43345
H 0.51369 1.75048 -1.91559
H -0.99621 -3.01782 0.14359
C 3.52223 1.17723 0.58556
H 1.74589 -1.88437 1.15507
C -3.66340 0.57020 1.42985
H 3.61344 0.87356 1.64179
C 1.52800 1.96492 -1.40930
H 3.83639 2.26574 0.56780
H -2.03737 2.40199 0.43601
Si 1.55520 1.22801 0.31743
H -4.47086 1.06506 0.92693
H 2.03582 -3.04096 -1.00722
N -0.84671 -0.16793 0.66096
H 4.25096 0.71403 -0.14754
H 0.29737 -3.59909 1.48620
H 1.61256 2.99964 -1.06884
H -3.61534 0.86379 2.43924
C 0.88433 -1.68607 0.47137
H -0.95794 -2.13307 1.55814
C 1.39809 -2.09547 -0.99857
H 0.50941 -2.33290 -1.74429
C -0.19652 -2.72445 0.94181
H 0.78126 2.14520 1.25722
*
```

Here are the natural (NBO) charges for atoms 1 to 2, given in e:
1. H 0.236
2. C 0.046